Record 1
The following is a DFT calculation (ωB97M-V with the def2-TZVPD basis set) of 10 unconnected molecules or ions with the total composition C7H34NO9 in a non-equilibrium geometry.

## Properties
* orbital gap: 5.7 eV
* highest occupied orbital energy: -3.6 eV
* ΔE to the lowest compared entry with this formula, charge and spin: 477.0 kJ/mol

Structure (ORCA input):
```
! RIJCOSX wB97M-V def2-TZVPD def2/J DEFGRID3
* xyz -1 1
N -12.491 -14.530 29.849
H -13.149 -13.960 29.336
H -12.600 -14.518 30.853
H -11.551 -14.173 29.755
H -12.533 -15.506 29.594
O -12.399 -18.256 29.809
H -13.165 -18.851 29.692
O -12.629 -14.674 33.432
H -11.752 -14.391 33.759
C -16.223 -18.245 28.053
O -15.069 -17.900 27.320
H -16.331 -17.617 28.938
H -17.102 -18.008 27.453
H -16.211 -19.305 28.308
H -14.274 -17.970 27.853
C -7.678 -17.485 28.253
O -8.989 -16.963 27.998
H -7.449 -17.563 29.316
H -7.560 -18.459 27.777
H -6.962 -16.830 27.758
H -9.612 -17.473 28.521
C -15.047 -10.859 28.020
O -14.700 -12.020 27.261
H -15.276 -10.078 27.294
H -15.849 -11.257 28.641
H -14.234 -10.482 28.640
H -15.230 -11.972 26.462
C -17.444 -13.316 33.296
O -16.548 -14.073 32.497
H -18.469 -13.441 32.947
H -17.381 -13.704 34.312
H -17.188 -12.258 33.365
H -15.664 -14.092 32.871
C -10.221 -13.649 24.802
O -9.223 -14.666 24.755
H -10.144 -12.986 23.940
H -11.250 -13.998 24.893
H -9.940 -13.177 25.744
H -9.378 -15.221 25.523
C -10.355 -10.618 34.348
O -11.601 -10.903 33.705
H -9.582 -11.321 34.038
H -10.070 -9.604 34.067
H -10.523 -10.663 35.424
H -11.782 -11.846 33.703
C -9.895 -10.525 29.219
O -9.628 -11.847 29.541
H -10.545 -10.445 28.348
H -10.385 -10.080 30.085
H -8.988 -10.014 28.895
H -8.767 -11.893 29.962
*
```

Atomic partial charges in e from the Mulliken method, atoms 1 to 6: -0.30 0.30 0.28 0.30 0.28 -0.96


Record 2
The following is a DFT calculation (ωB97M-V with the def2-TZVPD basis set) of 10 unconnected molecules or ions with the total composition C7H34O11 in a non-equilibrium geometry.

## Properties
* SMILES: COCCOC.CO.CO.CO.O.O.O.O.O.O
* orbital gap: 8.5 eV
* highest occupied orbital energy: -9.2 eV
* ΔE to the lowest compared entry with this formula, charge and spin: 329.1 kJ/mol

Structure (ORCA input):
```
! RIJCOSX wB97M-V def2-TZVPD def2/J DEFGRID3
* xyz 0 1
C 14.905 8.304 -0.309
O 14.284 7.740 0.808
C 13.436 8.696 1.477
C 12.675 8.133 2.691
O 11.778 7.097 2.261
C 10.743 6.859 3.216
H 15.744 8.940 -0.005
H 14.232 8.984 -0.837
H 15.309 7.484 -0.900
H 12.678 9.053 0.773
H 13.966 9.632 1.671
H 12.148 8.929 3.221
H 13.365 7.677 3.404
H 11.134 6.636 4.210
H 10.103 6.080 2.807
H 10.124 7.758 3.284
C 16.199 11.258 3.193
O 17.051 11.429 2.034
H 15.410 10.519 3.040
H 16.750 10.937 4.075
H 15.672 12.169 3.488
H 16.500 11.542 1.255
C 14.279 5.291 4.628
O 15.269 4.654 3.795
H 14.351 4.896 5.638
H 14.488 6.363 4.641
H 13.271 5.169 4.225
H 15.124 5.032 2.923
C 16.725 7.568 3.271
O 16.903 7.776 4.640
H 16.830 8.542 2.786
H 17.420 6.785 2.970
H 15.740 7.210 2.955
H 16.152 8.244 5.020
O 14.486 8.933 5.619
H 14.594 9.888 5.616
H 13.536 8.786 5.743
O 12.737 10.600 7.867
H 13.240 10.128 8.538
H 12.293 11.304 8.346
O 16.087 10.915 7.244
H 15.720 11.729 6.887
H 15.471 10.652 7.929
O 12.625 6.231 7.414
H 12.584 6.422 8.355
H 12.284 7.028 6.987
O 11.690 8.659 6.279
H 10.751 8.773 6.112
H 11.929 9.407 6.848
O 15.481 7.546 7.835
H 14.839 6.833 7.774
H 15.235 8.148 7.122
*
```

Atomic partial charges in e from the Mulliken method, atoms 1 to 6: -0.75 -0.31 -0.79 0.54 -0.40 -0.65


Record 3
The following is a DFT calculation (ωB97M-V with the def2-TZVPD basis set) of 13 unconnected molecules or ions with the total composition C7H34O12 in a non-equilibrium geometry.

## Properties
* orbital gap (alpha / beta): 8.0 / 4.4 eV
* highest occupied orbital energy (alpha / beta): -12.5 / -12.5 eV
* ΔE to the lowest compared entry with this formula, charge and spin: 0.0 kJ/mol

Structure (ORCA input):
```
! RIJCOSX wB97M-V def2-TZVPD def2/J DEFGRID3
* xyz 1 2
C -1.518 -3.725 0.815
C -1.122 -3.494 2.068
C -1.872 -1.496 -0.338
C -1.285 -2.760 -0.313
C -0.181 -3.283 -1.307
C -4.124 -0.452 0.343
C -2.930 -1.012 0.633
H -1.946 -4.831 0.510
H -0.806 -2.548 2.539
H -1.260 -4.085 2.954
H -1.579 -0.731 -0.905
H 0.377 -2.510 -1.910
H 0.534 -3.812 -0.661
H -0.860 -3.904 -2.046
H -4.450 -0.334 -0.633
H -4.873 -0.136 1.032
H -2.741 -1.079 1.692
H -0.591 2.681 3.858
H 0.648 3.225 3.271
O -0.248 3.482 3.419
H 0.149 2.050 -0.737
H 0.873 1.225 -1.866
O 0.096 1.835 -1.718
H -1.921 3.041 0.350
H -0.818 3.521 1.415
O -1.011 3.173 0.502
H 1.518 -1.378 1.779
H 2.066 -0.104 1.057
O 2.231 -1.027 1.210
H 0.589 -5.496 1.229
H 1.597 -5.149 0.133
O 0.784 -5.634 0.234
H 2.528 4.522 -1.763
H 1.013 3.698 -1.400
O 1.792 3.842 -2.069
H -0.227 0.168 4.409
H -1.106 0.473 3.192
O -0.342 0.678 3.672
H 3.004 1.786 -2.554
H 2.117 1.930 -3.750
O 2.513 1.239 -3.216
H 1.728 3.089 0.743
H 3.304 3.024 1.314
O 2.734 3.215 0.607
H 2.869 -0.295 -3.878
H 3.026 -1.860 -3.705
O 3.127 -1.150 -4.243
H -1.696 1.446 -1.601
H -2.841 2.331 -1.817
O -2.515 1.771 -1.074
H -0.115 0.281 0.272
H 0.322 0.777 1.614
O 0.560 0.615 0.734
*
```

Atomic partial charges in e from the Mulliken method, atoms 1 to 6: -0.11 -0.79 -0.33 0.33 -0.61 -0.95


Record 4
The following is a DFT calculation (ωB97M-V with the def2-TZVPD basis set) of 12 unconnected molecules or ions with the total composition C7H36O11 in a non-equilibrium geometry.

## Properties
* SMILES: C=C(CC)CCC.O.O.O.O.O.O.O.O.O.O.O
* orbital gap: 9.7 eV
* highest occupied orbital energy: -9.6 eV
* ΔE to the lowest compared entry with this formula, charge and spin: 0.0 kJ/mol

Structure (ORCA input):
```
! RIJCOSX wB97M-V def2-TZVPD def2/J DEFGRID3
* xyz 0 1
C -2.706 -1.209 -0.023
C -1.415 -0.983 0.138
C -0.610 -1.718 1.190
C -0.678 -3.227 1.018
C -0.624 -0.033 -0.696
C -1.465 1.151 -1.224
C -0.586 2.165 -1.983
H -3.342 -0.756 -0.708
H -3.211 -1.890 0.650
H -0.972 -1.390 2.161
H 0.444 -1.439 1.098
H -0.036 -3.725 1.729
H -1.682 -3.598 1.181
H -0.268 -3.603 0.031
H -0.128 -0.580 -1.553
H 0.232 0.368 -0.076
H -1.962 1.654 -0.294
H -2.275 0.783 -1.881
H -0.007 1.678 -2.815
H 0.142 2.668 -1.333
H -1.215 2.949 -2.453
O 2.444 -0.953 -0.340
H 3.390 -1.154 -0.298
H 2.313 -0.664 -1.259
O 1.370 -3.064 -1.648
H 1.516 -2.617 -0.818
H 1.725 -2.463 -2.338
O -0.076 4.326 1.637
H -0.111 5.058 2.280
H 0.916 4.204 1.488
O 1.944 1.056 1.368
H 2.122 0.289 0.765
H 1.933 0.682 2.356
O -0.422 -0.664 -3.986
H -1.000 0.063 -3.686
H -0.849 -1.487 -3.567
O 2.513 3.683 1.384
H 3.036 3.780 2.170
H 2.393 2.710 1.274
O 2.002 -0.829 -2.986
H 1.114 -0.686 -3.334
H 2.602 -0.610 -3.649
O 1.248 0.549 3.924
H 0.561 1.114 3.539
H 0.915 -0.239 4.284
O -1.118 -2.799 -2.580
H -1.668 -2.643 -1.771
H -0.256 -3.037 -2.258
O -2.555 0.219 2.940
H -1.804 0.808 2.693
H -2.998 0.134 2.187
O -0.486 1.772 2.283
H 0.153 1.462 1.642
H -0.501 2.733 2.149
*
```

Atomic partial charges in e from the Mulliken method, atoms 1 to 6: -1.23 0.01 -0.06 -1.52 3.00 -0.69


| no. | electronic energy (eV) |
| --- | --- |
| 1 | -27722.0433 |
| 2 | -30330.4454 |
| 3 | -32367.2634 |
| 4 | -30366.8955 |